{
  "formula": "C7H16N",
  "method": "ωB97M-V/def2-TZVPD",
  "lumo_ev": -6.89,
  "gap_ev": 5.09,
  "e_above_lowest_ev": 2.974,
  "total_energy_ev": -8999.3305,
  "total_charge": 1,
  "species": ["C", "C", "C", "C", "C", "C", "C", "N", "H", "H", "H", "H", "H", "H", "H", "H", "H", "H", "H", "H", "H", "H", "H", "H"],
  "positions_angstrom": [[0.84146, 2.89425, -0.48026], [2.06833, 2.04003, -0.16474], [1.88706, 0.84496, 0.82331], [0.51483, 0.21475, 0.60059], [-0.49859, 0.35692, 1.46269], [0.41445, -0.59489, -0.54449], [1.48175, -1.48312, -0.95191], [-5.51222, -3.64028, -0.34542], [1.14706, 3.66351, -1.18518], [0.03530, 2.33360, -0.93973], [0.46233, 3.40398, 0.41040], [2.91736, 2.65324, 0.12468], [2.78551, 0.25578, 0.69872], [1.85474, 1.21203, 1.84597], [-1.44124, -0.09757, 1.17506], [-0.41256, 0.71212, 2.47158], [-0.55541, -0.69752, -1.02981], [-5.35193, -3.32133, -1.28575], [2.10936, -1.09131, -1.76270], [2.18816, -1.59097, -0.12758], [1.14104, -2.47651, -1.23711], [2.36313, 1.55945, -1.10690], [-5.69282, -2.90983, 0.31802], [-4.70950, -4.18209, -0.07362]],
  "lowdin_charge": [-0.09, -0.22, -0.13, -0.30, 0.24, 0.09, -0.01, 0.02, 0.08, 0.06, 0.09, 0.12, 0.11, 0.12, 0.11, 0.11, 0.15, 0.00, 0.14, 0.10, 0.12, 0.11, -0.01, -0.01]
}